Here is 3 unconnected molecules or ions with the total composition C40H73F3NO12P from the Open Molecules 2025 dataset. Energies are from ωB97M-V with the def2-TZVPD basis set.

Output
- HOMO: -8.15 eV
- Total charge: 0
- Max |F|: 1.64 eV/Å
- Multiplicity: 1
- Calculated total energy: -3166.39577 Ha
- SMILES: CCP(CC)[C@](CCCCCCCCOC(C)=O)(COC(F)(F)F)OC(=O)CCCNCc1ccccc1O.COCCOCCOC.COCCOCCOC

The geometry in XYZ format:
```
130
Properties=species:S:1:pos:R:3:lowdin_charge:R:1
C 1.78 -0.72 -0.95 -0.1390
C 1.75 -0.57 0.58 -0.4109
P 3.27 -1.26 1.29 1.0869
C 3.36 -3.03 0.84 -0.3716
C 2.06 -3.81 0.63 -0.1253
C 3.22 -1.07 3.16 -0.5214
C 1.85 -1.18 3.84 -0.1468
C 0.97 -2.39 3.53 -0.1919
C -0.08 -2.48 4.65 -0.1907
C -1.11 -3.62 4.61 -0.1977
C -1.52 -4.20 3.27 -0.2140
C -2.47 -3.27 2.49 -0.1896
C -2.51 -3.56 0.98 -0.1588
C -3.92 -3.54 0.40 -0.1546
O -4.03 -2.81 -0.83 0.0013
C -3.39 -3.34 -1.87 -0.5657
C -3.36 -2.44 -3.05 0.0240
O -2.92 -4.45 -1.86 0.1091
C 3.71 0.35 3.39 -0.1615
O 3.75 0.66 4.78 0.0730
C 3.29 1.86 5.11 -0.7619
F 3.57 2.09 6.38 0.2035
F 3.83 2.84 4.38 0.1715
F 1.97 1.97 4.95 0.1630
O 4.05 -2.06 3.81 0.0021
C 5.38 -1.72 4.01 -0.4806
O 5.75 -1.49 5.11 0.1732
C 6.31 -1.67 2.83 -0.0956
C 6.62 -3.04 2.19 -0.1310
C 6.47 -3.04 0.66 -0.2635
N 7.75 -3.10 -0.04 -0.0599
C 7.54 -3.41 -1.45 -0.1663
C 6.72 -2.35 -2.13 -0.1557
C 6.80 -1.00 -1.75 -0.0386
C 6.02 -0.02 -2.34 -0.0834
C 5.13 -0.37 -3.36 -0.0932
C 5.04 -1.70 -3.77 -0.0269
C 5.84 -2.67 -3.17 -0.2642
O 5.74 -3.99 -3.58 0.0338
H 2.78 -0.65 -1.35 0.0484
H 1.15 0.05 -1.38 0.0692
H 1.34 -1.67 -1.21 0.0620
H 0.81 -0.99 0.94 0.0594
H 1.72 0.49 0.83 0.0734
H 4.00 -3.53 1.55 0.0583
H 3.91 -3.03 -0.09 0.0512
H 2.05 -4.71 1.24 0.0708
H 1.96 -4.14 -0.40 0.0708
H 1.20 -3.20 0.85 0.0255
H 2.09 -1.23 4.90 0.1259
H 1.29 -0.26 3.70 0.1217
H 1.55 -3.30 3.47 0.1226
H 0.44 -2.20 2.61 0.0763
H 0.45 -2.47 5.60 0.1088
H -0.63 -1.54 4.62 0.1085
H -2.03 -3.24 5.04 0.1052
H -0.78 -4.41 5.29 0.1041
H -2.10 -5.10 3.49 0.1115
H -0.69 -4.54 2.66 0.0972
H -2.14 -2.25 2.67 0.1052
H -3.47 -3.37 2.91 0.1062
H -2.03 -4.51 0.78 0.1087
H -1.95 -2.78 0.47 0.1141
H -4.27 -4.55 0.23 0.1257
H -4.61 -3.06 1.09 0.1186
H -3.17 -3.04 -3.93 0.0886
H -2.56 -1.70 -2.97 0.0885
H -4.29 -1.89 -3.12 0.0798
H 2.98 0.99 2.90 0.1252
H 4.66 0.55 2.91 0.1198
H 5.94 -0.96 2.11 0.0843
H 7.23 -1.27 3.23 0.1241
H 7.64 -3.29 2.43 0.1097
H 5.94 -3.79 2.58 0.1074
H 5.82 -3.86 0.35 0.1042
H 5.94 -2.13 0.38 0.0678
H 8.26 -3.88 0.36 0.1065
H 6.98 -4.34 -1.54 0.1127
H 8.49 -3.56 -1.94 0.1269
H 7.49 -0.76 -0.95 0.1132
H 6.09 0.99 -2.00 0.0973
H 4.52 0.40 -3.80 0.0992
H 4.34 -1.97 -4.55 0.1107
H 5.69 -3.99 -4.54 0.1033
C -3.30 6.42 -4.56 -0.1128
O -3.45 5.12 -5.08 -0.2047
C -2.27 4.60 -5.66 -0.2046
C -2.38 3.09 -5.73 -0.1807
O -2.11 2.44 -4.50 -0.1257
C -3.12 2.52 -3.50 -0.1792
C -4.30 1.62 -3.74 -0.2046
O -5.20 2.20 -4.67 -0.2036
C -6.11 1.25 -5.19 -0.1082
H -3.02 7.14 -5.34 0.0890
H -4.26 6.70 -4.13 0.0850
H -2.54 6.43 -3.76 0.0875
H -1.40 4.87 -5.05 0.1301
H -2.15 5.01 -6.67 0.1288
H -1.60 2.73 -6.42 0.1271
H -3.35 2.79 -6.14 0.1241
H -3.44 3.55 -3.34 0.0969
H -2.63 2.18 -2.58 0.1322
H -4.84 1.46 -2.79 0.1312
H -3.95 0.65 -4.11 0.1185
H -5.59 0.45 -5.73 0.0885
H -6.77 1.77 -5.88 0.0881
H -6.72 0.81 -4.39 0.0890
C -3.89 2.33 3.33 -0.1143
O -4.63 3.17 2.47 -0.1974
C -4.98 4.40 3.09 -0.2081
C -5.37 5.43 2.06 -0.1830
O -4.27 6.05 1.42 -0.1254
C -3.60 5.30 0.42 -0.1797
C -4.35 5.21 -0.89 -0.2074
O -5.36 4.23 -0.84 -0.1948
C -6.28 4.37 -1.90 -0.1000
H -4.46 2.09 4.23 0.0882
H -3.68 1.41 2.78 0.0837
H -2.95 2.80 3.61 0.0885
H -4.13 4.78 3.68 0.1291
H -5.83 4.23 3.77 0.1282
H -5.88 6.24 2.59 0.1275
H -6.07 5.01 1.33 0.1236
H -3.34 4.30 0.78 0.1237
H -2.67 5.83 0.23 0.1281
H -3.65 4.94 -1.69 0.1077
H -4.78 6.20 -1.12 0.1312
H -6.79 5.34 -1.85 0.0906
H -7.02 3.57 -1.80 0.0905
H -5.79 4.26 -2.88 0.0786
```

Here is a molecular structure, C40H74F6N3O13Y from the Open Molecules 2025 dataset. Energies are from ωB97M-V with the def2-TZVPD basis set.

Output
- HOMO: -10.40 eV
- Total charge: +2
- Max |F|: 13.53 eV/Å
- Multiplicity: 1
- Calculated total energy: -3347.33144 Ha

The geometry in XYZ format:
```
137
Properties=species:S:1:pos:R:3:lowdin_charge:R:1
Y -26.82 5.66 -10.93 2.0626
C -26.06 6.85 -3.22 -0.0888
C -24.67 7.22 -3.73 -0.1910
C -23.75 6.00 -3.89 -0.1361
N -22.44 5.98 -3.15 -0.2450
C -22.72 6.37 -1.71 -0.0898
C -21.43 6.18 -0.87 -0.1582
C -20.91 4.77 -1.03 -0.1942
C -20.55 4.45 -2.45 -0.1635
C -21.78 4.63 -3.35 -0.0884
C -21.57 7.06 -3.76 0.0214
H -26.71 6.31 -3.93 0.0740
H -26.59 7.79 -3.07 0.0343
H -26.07 6.21 -2.34 0.0948
H -24.24 7.96 -3.06 0.0988
H -24.89 7.76 -4.66 0.1018
H -23.51 5.78 -4.93 0.1174
H -24.28 5.10 -3.59 0.1206
H -23.44 5.68 -1.28 0.1447
H -23.00 7.40 -1.57 0.1293
H -21.69 6.31 0.18 0.1271
H -20.69 6.95 -1.07 0.1209
H -21.60 4.04 -0.58 0.1285
H -20.04 4.61 -0.38 0.1265
H -20.27 3.40 -2.56 0.1312
H -19.70 4.99 -2.89 0.1244
H -22.48 3.94 -2.86 0.1362
H -21.64 4.46 -4.41 0.1433
H -21.56 6.82 -4.82 0.0976
H -20.57 7.17 -3.36 0.0965
H -22.07 8.03 -3.67 0.1104
C -24.52 6.61 -8.45 -0.3913
O -25.61 7.02 -7.59 -0.1323
O -24.97 6.43 -9.72 -0.2655
C -23.30 7.49 -8.21 -0.5553
F -23.55 8.76 -8.57 0.1581
F -22.96 7.52 -6.90 0.1392
F -22.21 7.06 -8.85 0.1753
C -26.13 8.36 -7.68 -0.2321
C -27.49 8.33 -6.97 -0.0210
H -27.91 9.34 -6.98 0.0768
H -28.12 7.58 -7.44 0.0847
H -27.33 7.99 -5.95 0.0555
H -26.22 8.62 -8.73 0.1000
H -25.40 9.03 -7.21 0.0978
H -24.39 5.65 -7.93 0.1531
C -27.31 9.12 -11.48 -0.4139
O -27.88 9.81 -10.42 -0.0922
O -27.73 7.82 -11.27 -0.2691
C -27.74 9.81 -12.82 -0.5811
F -28.95 10.34 -12.73 0.1859
F -26.90 10.75 -13.22 0.1729
F -27.76 8.86 -13.78 0.1291
C -27.32 11.08 -10.04 -0.1988
C -28.40 11.82 -9.29 -0.0433
H -29.40 11.63 -9.70 0.0966
H -28.44 11.52 -8.25 0.0595
H -28.44 12.90 -9.41 0.0651
H -26.93 11.57 -10.93 0.1256
H -26.52 10.90 -9.31 0.1081
H -26.22 9.18 -11.60 0.1635
O -30.93 5.79 -5.00 0.0922
C -31.04 6.05 -3.83 -0.5406
O -30.33 7.02 -3.22 0.0107
C -29.42 7.77 -4.00 -0.2343
C -28.65 8.66 -3.03 -0.0660
C -32.03 5.42 -2.91 0.0280
H -29.88 8.51 -4.66 0.1280
H -28.73 7.17 -4.58 0.0858
H -29.32 9.20 -2.35 0.0984
H -28.12 9.46 -3.55 0.0549
H -27.93 8.04 -2.49 0.0430
H -32.89 5.28 -3.56 0.0979
H -32.30 5.95 -2.01 0.0916
H -31.67 4.43 -2.61 0.0966
O -19.39 8.76 -5.01 0.0631
C -19.28 9.72 -5.74 -0.5413
O -19.10 10.95 -5.32 -0.0169
C -18.98 11.29 -3.92 -0.2060
C -18.77 12.78 -3.91 -0.0741
C -19.38 9.59 -7.25 0.0318
H -18.13 10.72 -3.55 0.1279
H -19.89 11.13 -3.34 0.1217
H -19.60 13.29 -4.40 0.0687
H -17.82 13.08 -4.37 0.0843
H -18.71 13.18 -2.90 0.0824
H -20.23 8.95 -7.47 0.0660
H -18.47 9.10 -7.61 0.0932
H -19.52 10.54 -7.76 0.0676
O -26.05 13.35 -4.52 0.1337
C -25.86 12.86 -5.61 -0.5776
O -26.29 13.29 -6.78 0.0010
C -27.11 14.47 -6.81 -0.2461
C -27.03 15.09 -8.23 -0.0201
C -24.88 11.70 -5.75 0.0535
H -26.80 15.18 -6.03 0.1802
H -28.16 14.26 -6.58 -0.0200
H -26.00 15.33 -8.46 0.0932
H -27.59 16.01 -8.06 -0.0831
H -27.60 14.52 -8.96 0.0787
H -23.86 12.08 -5.69 0.0864
H -25.02 11.28 -6.74 0.0562
H -25.11 10.93 -5.01 0.0858
C -28.85 11.87 -4.72 -0.0541
C -28.35 13.02 -5.61 -0.2674
C -28.91 14.39 -5.37 -0.0975
C -28.60 15.33 -6.43 -0.2734
N -28.37 16.08 -7.27 0.2073
H -28.30 10.95 -4.96 0.0435
H -29.92 11.70 -4.69 0.0873
H -28.48 11.97 -3.70 0.0867
H -28.94 12.71 -6.49 0.1325
H -27.28 12.98 -5.79 -0.0008
H -28.47 14.81 -4.46 0.1684
H -29.99 14.35 -5.21 0.1507
C -21.89 14.84 -9.72 -0.0979
C -22.93 13.74 -9.81 -0.2323
C -23.22 13.13 -8.40 -0.1885
C -22.01 12.93 -7.60 -0.2270
N -21.05 12.78 -6.99 0.1904
H -21.76 15.38 -10.65 0.0802
H -20.96 14.37 -9.42 0.0704
H -22.11 15.46 -8.85 0.0838
H -22.52 12.95 -10.44 0.1066
H -23.93 14.05 -10.11 0.1010
H -23.87 12.26 -8.33 0.0898
H -23.83 13.86 -7.85 0.1074
C -26.70 3.85 -6.36 -0.0895
C -26.50 2.57 -7.16 -0.1622
O -25.66 1.76 -6.39 0.0950
C -24.94 2.63 -5.61 -0.5567
O -24.02 2.31 -4.93 0.1830
O -25.44 3.86 -5.67 0.0439
H -27.57 3.81 -5.71 0.1430
H -26.70 4.71 -7.04 0.1056
H -26.12 2.72 -8.17 0.1186
H -27.52 2.18 -7.23 0.1378
```

Here is 6 unconnected molecules or ions with the total composition C40H76N3O20 from the Open Molecules 2025 dataset. Energies are from ωB97M-V with the def2-TZVPD basis set.

Output
- HOMO: -11.91 eV
- Total charge: +1
- Max |F|: 8.34 eV/Å
- Multiplicity: 1
- Calculated total energy: -3238.00108 Ha
- Relative energy (zero: lowest compared OMol25 entry of this formula, charge and spin): 346.08 kcal/mol

The geometry in XYZ format:
```
139
Properties=species:S:1:pos:R:3:lowdin_charge:R:1
C 0.87 -7.55 0.82 -0.0994
C 1.06 -6.88 2.33 -0.2322
O 1.76 -5.59 2.13 -0.2281
C 1.34 -4.61 3.15 -0.1578
C -0.14 -3.99 2.75 -0.1772
O -0.25 -4.13 1.27 -0.2084
C -1.45 -3.37 0.85 -0.1498
C -1.15 -2.75 -0.64 -0.0125
C 0.11 -1.71 -0.79 0.0966
N 0.10 -1.38 -2.27 -0.0806
C 1.09 -0.42 -2.90 -0.1247
C 0.64 1.11 -2.42 -0.2147
N 1.46 1.60 -1.21 -0.0498
C -1.03 -2.15 -2.92 -0.0490
C -1.47 -2.19 -4.52 -0.0135
C -0.90 -3.82 -4.96 -0.1474
C 0.66 -4.22 -4.31 0.0161
O 0.36 -3.87 -5.89 -0.2290
N -1.84 -3.01 -1.97 0.0051
C -3.04 -3.92 -2.21 -0.1171
C -4.30 -3.50 -1.23 -0.1729
C -5.51 -2.68 -2.00 -0.1906
C -6.99 -3.43 -1.85 -0.1561
C -7.81 -3.00 -0.50 -0.1698
O -8.92 -3.96 -0.30 -0.1029
C -10.11 -3.58 -1.09 -0.2694
C -11.58 -4.30 -0.76 -0.0201
O -10.12 -2.70 -2.11 -0.0526
H 1.33 -8.64 0.75 0.0810
H 1.49 -6.89 0.05 0.0864
H -0.27 -7.51 0.49 0.0722
H 0.00 -6.78 2.82 0.1210
H 1.73 -7.65 2.94 0.1317
H 2.11 -3.70 3.08 0.1446
H 1.28 -5.05 4.24 0.1425
H -0.21 -2.87 3.12 0.1326
H -1.04 -4.56 3.30 0.1404
H -2.33 -4.17 0.78 0.1382
H -1.75 -2.53 1.61 0.1412
H 0.89 -1.29 -0.03 0.1482
H 2.19 -0.69 -2.54 0.1563
H 1.08 -0.42 -4.08 0.1375
H 0.66 1.89 -3.30 0.1294
H -0.47 1.01 -2.05 0.1210
H 1.22 2.62 -1.05 0.0982
H 1.05 1.11 -0.37 0.0715
H -2.63 -2.20 -4.70 0.1138
H -0.87 -1.45 -5.20 0.1260
H -1.75 -4.74 -5.02 0.1708
H 1.38 -3.31 -4.15 0.1137
H 0.90 -5.35 -4.11 0.1202
H -2.70 -5.00 -1.84 0.1514
H -3.36 -3.99 -3.35 0.1291
H -4.78 -4.53 -0.87 0.1264
H -3.98 -2.91 -0.27 0.1097
H -5.62 -1.65 -1.42 0.1199
H -5.26 -2.39 -3.11 0.1094
H -6.80 -4.59 -1.85 0.1206
H -7.62 -3.06 -2.77 0.1208
H -8.20 -1.88 -0.52 0.1182
H -7.15 -3.09 0.50 0.1475
H -12.41 -3.81 -1.45 0.1043
H -11.91 -4.15 0.36 0.0931
H -11.58 -5.45 -1.00 0.0916
C 4.64 2.68 -2.72 -0.0656
C 4.22 3.15 -1.34 -0.2341
O 5.29 2.99 -0.39 0.0231
C 6.28 3.92 -0.46 -0.5457
O 6.33 4.86 -1.24 0.1126
O 7.22 3.60 0.47 -0.0196
C 8.37 4.44 0.43 -0.0525
H 5.02 1.65 -2.67 0.0805
H 3.80 2.72 -3.41 0.0706
H 5.45 3.30 -3.12 0.0779
H 3.39 2.54 -0.98 0.0702
H 3.87 4.19 -1.36 0.1272
H 8.09 5.50 0.50 0.1005
H 8.94 4.25 -0.48 0.1035
H 8.99 4.20 1.29 0.0887
C -9.36 0.64 0.01 -0.0738
C -8.98 2.10 -0.19 -0.2125
O -9.10 2.83 1.04 0.0280
C -8.09 2.65 1.93 -0.5487
O -7.12 1.93 1.78 0.0960
O -8.37 3.38 3.04 -0.0031
C -7.44 3.19 4.10 -0.0524
H -10.35 0.56 0.46 0.0894
H -9.35 0.10 -0.94 0.0710
H -8.66 0.14 0.69 0.0668
H -9.67 2.55 -0.90 0.1270
H -7.97 2.20 -0.61 0.1242
H -6.42 3.37 3.77 0.0959
H -7.55 2.18 4.52 0.0990
H -7.68 3.92 4.89 0.0970
C 7.44 4.01 4.04 -0.0539
C 7.82 5.46 3.84 -0.2222
O 7.70 6.20 5.07 0.0188
C 8.71 6.01 5.96 -0.5469
O 9.68 5.29 5.81 0.1132
O 8.43 6.74 7.07 -0.0328
C 9.36 6.56 8.13 -0.0475
H 6.45 3.92 4.49 0.0802
H 7.45 3.47 3.09 0.0637
H 8.14 3.50 4.72 0.0819
H 7.13 5.92 3.13 0.1231
H 8.83 5.57 3.42 0.1199
H 10.38 6.74 7.80 0.0989
H 9.25 5.55 8.54 0.1014
H 9.12 7.28 8.92 0.0970
C 1.66 -0.09 -10.83 -0.0711
C 0.67 -0.81 -11.72 -0.2166
O 0.55 -2.19 -11.34 0.0266
C -0.19 -2.43 -10.23 -0.5466
O -0.76 -1.60 -9.55 0.0974
O -0.17 -3.77 -9.99 0.0006
C -0.83 -4.15 -8.79 -0.0537
H 2.63 -0.61 -10.82 0.0827
H 1.82 0.94 -11.18 0.0809
H 1.32 -0.05 -9.79 0.0709
H 1.03 -0.80 -12.75 0.1257
H -0.31 -0.32 -11.71 0.1257
H -1.86 -3.77 -8.76 0.0970
H -0.26 -3.80 -7.92 0.0645
H -0.88 -5.24 -8.76 0.1000
C 5.26 6.52 7.89 -0.0603
C 4.27 5.80 7.00 -0.2120
O 4.15 4.42 7.38 0.0199
C 3.41 4.18 8.49 -0.5504
O 2.84 5.01 9.17 0.1090
O 3.43 2.84 8.73 -0.0113
C 2.77 2.46 9.93 -0.0548
H 6.23 6.00 7.90 0.0684
H 5.42 7.55 7.54 0.0889
H 4.92 6.56 8.93 0.0786
H 4.63 5.81 5.97 0.1163
H 3.29 6.28 7.01 0.1251
H 1.74 2.84 9.96 0.0968
H 3.34 2.81 10.80 0.1007
H 2.72 1.37 9.96 0.0929
```